# 1
Molecular formula: C2H22O10
Method: DFT, the ωB97M-V functional and the def2-TZVPD basis

Properties
ΔE to the lowest compared entry with this formula, charge and spin (eV): 22.083
2S+1: 1
LUMO energy (eV): -1.0
HOMO energy (Ha): -0.2115
HOMO-LUMO gap (eV): 4.733

Last column: Mulliken charge in e.
Positions of all 34 atoms, in Å:
O: 11.21 -6.04 -5.90  -0.55
H: 11.92 -6.11 -6.54  0.23
H: 11.63 -6.22 -5.06  0.32
O: 10.41 -4.07 -8.38  -0.53
H: 11.28 -4.37 -8.09  -0.03
H: 10.41 -4.23 -9.32  0.30
O: 12.74 -1.94 -7.88  -0.63
H: 13.28 -1.15 -7.91  0.27
H: 13.14 -2.47 -7.19  0.71
O: 9.62 -4.89 -6.44  -0.59
H: 10.40 -5.30 -6.06  0.46
H: 8.89 -5.41 -6.12  0.22
O: 10.46 -3.05 -6.50  -0.48
H: 10.55 -2.26 -5.97  0.29
H: 11.35 -3.21 -6.83  0.79
O: 12.44 -3.55 -9.30  -0.83
H: 11.94 -3.04 -9.93  0.29
H: 12.64 -2.93 -8.59  0.55
O: 13.90 -2.95 -6.51  -0.51
H: 14.74 -3.40 -6.59  0.35
H: 13.79 -2.79 -5.58  0.38
O: 11.98 -3.93 -6.98  -0.74
H: 12.84 -3.53 -7.05  -0.08
H: 12.16 -4.87 -6.91  -0.29
C: 13.96 -6.47 -6.06  -0.96
C: 13.66 -6.26 -7.56  -0.01
O: 12.29 -5.88 -7.74  -0.60
O: 13.75 -5.18 -5.41  -0.42
H: 14.99 -6.80 -5.88  0.36
H: 13.25 -7.16 -5.61  0.35
H: 13.90 -7.11 -8.19  0.53
H: 14.36 -5.53 -7.97  0.20
H: 11.90 -6.46 -8.40  0.41
H: 14.50 -4.61 -5.61  0.25

***

# 2
Molecular formula: C2H24N4O10
Method: DFT, the ωB97M-V functional and the def2-TZVPD basis

Properties
ΔE to the lowest compared entry with this formula, charge and spin (eV): 2.294
2S+1: 1
LUMO energy (eV): 0.0
HOMO energy (Ha): -0.3574
SMILES: NC(N)=O.NC(N)=O.O.O.O.O.O.O.O.O
HOMO-LUMO gap (eV): 9.763

Last column: Mulliken charge in e.
Positions of all 40 atoms, in Å:
N: 1.05 0.67 0.85  -0.38
C: 0.85 -0.60 0.58  0.67
N: 1.76 -0.95 -0.29  -0.35
O: -0.02 -1.26 1.11  -0.66
H: 0.32 1.21 1.29  0.23
H: 1.72 1.22 0.33  0.14
H: 2.46 -0.28 -0.56  0.15
H: 1.87 -1.92 -0.55  0.21
N: -4.66 3.19 1.10  -0.39
C: -5.65 2.74 0.45  0.68
N: -5.77 3.51 -0.60  -0.39
O: -6.42 1.88 0.82  -0.65
H: -4.03 3.95 0.88  0.16
H: -4.58 2.69 1.98  0.21
H: -4.97 4.08 -0.86  0.17
H: -6.68 3.57 -1.02  0.21
O: 4.73 3.27 -0.77  -0.64
H: 4.75 4.07 -0.24  0.32
H: 5.61 2.91 -0.70  0.32
O: 6.50 -0.91 2.73  -0.64
H: 5.95 -1.30 2.05  0.31
H: 7.37 -1.29 2.59  0.32
O: 1.44 1.90 -5.17  -0.63
H: 1.97 2.50 -4.64  0.31
H: 1.37 2.33 -6.02  0.32
O: -4.08 -3.62 -0.76  -0.64
H: -3.63 -3.03 -0.16  0.32
H: -3.88 -4.50 -0.44  0.31
O: 4.71 -4.66 -4.24  -0.63
H: 5.25 -5.29 -3.76  0.31
H: 5.33 -4.15 -4.76  0.32
O: -2.50 -2.73 5.77  -0.63
H: -2.70 -2.92 4.86  0.32
H: -1.75 -3.29 5.97  0.31
O: 1.21 -2.67 -5.69  -0.64
H: 1.29 -1.73 -5.53  0.32
H: 1.97 -3.06 -5.26  0.32
O: -2.45 1.72 6.06  -0.65
H: -2.45 0.76 6.03  0.33
H: -3.23 1.95 6.56  0.32

***

# 3
Molecular formula: C2H24N4O10
Method: DFT, the ωB97M-V functional and the def2-TZVPD basis

Properties
ΔE to the lowest compared entry with this formula, charge and spin (eV): 24.642
2S+1: 1
LUMO energy (eV): -1.4
HOMO energy (Ha): -0.2791
HOMO-LUMO gap (eV): 6.240

Last column: Mulliken charge in e.
Positions of all 40 atoms, in Å:
O: -0.32 2.64 1.64  -0.83
H: -0.81 3.00 0.90  0.24
H: 0.13 1.88 1.28  0.64
O: 1.85 2.60 -0.44  -0.90
H: 1.59 3.34 0.10  0.25
H: 1.27 1.89 -0.17  0.38
O: 3.11 -1.97 1.73  -0.81
H: 2.25 -1.85 2.12  0.41
H: 3.30 -1.13 1.31  0.30
O: -1.47 -2.27 -1.21  -0.60
H: -0.98 -2.41 -0.39  0.44
H: -1.09 -2.90 -1.82  0.20
O: -2.27 -0.61 -1.12  -0.71
H: -1.46 -0.25 -0.76  0.48
H: -2.89 0.12 -1.10  0.22
O: 0.12 0.04 3.27  -0.80
H: 0.55 -0.78 3.02  0.41
H: -0.80 -0.10 3.03  0.23
O: 0.42 -2.33 -0.03  -0.52
H: 1.14 -2.84 -0.39  0.22
H: 0.11 -2.84 0.72  0.48
O: 1.34 -1.69 2.75  -0.69
H: 1.82 -1.89 3.55  0.47
H: 0.62 -2.32 2.74  0.32
C: -0.77 1.66 -2.63  0.71
O: 0.43 1.70 -2.43  -0.63
N: -1.23 0.90 -3.60  -0.38
N: -1.76 2.20 -1.87  -0.43
H: -0.66 0.60 -4.38  0.23
H: -2.21 0.94 -3.85  0.17
H: -2.75 2.18 -2.06  0.23
H: -1.54 2.79 -1.08  0.14
C: 0.39 0.46 0.33  -0.16
O: 0.69 1.62 0.61  -0.51
N: -0.26 0.10 -0.81  -0.20
N: 0.80 -0.52 1.03  0.06
H: -0.41 -0.89 -0.96  0.26
H: -0.30 0.78 -1.56  0.23
H: 1.50 -0.34 1.73  0.40
H: 0.55 -1.48 0.81  0.06

***

# 4
Molecular formula: C2H24O10
Method: DFT, the ωB97M-V functional and the def2-TZVPD basis

Properties
ΔE to the lowest compared entry with this formula, charge and spin (eV): 0.586
2S+1: 2
LUMO energy (alpha / beta) (eV): -4.2 / -6.4
Charge: +1
HOMO energy (alpha / beta) (Ha): -0.4414 / -0.4414
HOMO-LUMO gap (alpha / beta) (eV): 7.855 / 5.624

Last column: Löwdin spin population.
Positions of all 36 atoms, in Å:
O: 0.12 1.43 -2.64  0.00
H: 0.34 1.49 -3.57  0.00
H: 0.80 0.90 -2.22  0.00
H: 0.14 2.29 -2.21  0.00
O: -0.26 -0.82 0.40  0.00
H: 0.43 -0.23 0.10  0.00
H: -0.52 -1.32 -0.37  0.00
H: -0.97 -0.27 0.73  0.00
C: -2.94 1.63 0.13  0.10
O: -1.87 1.53 1.03  0.81
H: -3.47 2.58 0.19  0.01
H: -2.77 1.28 -0.89  0.01
H: -3.71 0.97 0.52  0.06
C: 2.78 -0.35 -1.76  0.00
O: 1.81 0.29 -0.94  0.00
H: 3.62 0.32 -1.95  0.00
H: 3.18 -1.29 -1.38  0.00
H: 2.39 -0.53 -2.76  0.00
O: 2.14 -1.40 2.03  0.00
H: 1.66 -0.63 1.74  0.00
H: 2.54 -1.13 2.86  0.00
O: 3.20 2.19 0.90  0.00
H: 3.45 2.86 0.26  0.00
H: 2.81 1.49 0.37  0.00
O: 0.84 1.09 2.30  0.00
H: 0.14 1.70 2.06  0.00
H: 1.64 1.61 2.22  0.00
O: -1.58 -3.27 0.87  0.00
H: -0.84 -3.48 1.45  0.00
H: -2.28 -3.86 1.16  0.00
O: -1.24 -1.58 -2.20  0.00
H: -1.60 -1.02 -2.88  0.00
H: -1.07 -2.42 -2.63  0.00
O: -2.78 -0.91 2.62  0.01
H: -3.59 -1.14 2.16  0.00
H: -2.55 -0.04 2.29  0.00